[1]
33
Properties=species:S:1:pos:R:3:mulliken_charge:R:1 method="wB97M-V/def2-TZVPD" homo_energy_ev="-8.26 / -8.26" gap_ev="9.007 / 9.005" e_above_lowest_ev=5.4036
H -1.1654 1.0314 -1.0385 0.19
C -0.7846 -1.5723 -3.1631 -1.73
H -1.6063 -2.2603 -2.8220 0.42
H 0.5688 -0.3722 4.0127 0.41
N -1.2670 -1.0366 -1.0901 0.52
H 1.6215 -0.0856 -2.5795 0.50
O -1.7991 -2.1551 -0.6674 -0.70
H 0.2934 -3.0366 -1.3507 0.40
H 0.1902 3.1513 2.9006 0.26
H 0.1292 2.4597 0.9750 0.17
C -2.8039 0.2780 0.3225 -0.96
C 1.0154 1.0462 2.3423 1.09
H 2.0681 -0.7373 2.0295 0.37
C -1.5972 0.1121 -0.5014 0.10
H -3.4557 1.1631 -0.0263 0.26
H -1.3984 -0.7764 -3.4947 0.43
C 0.0118 -1.1368 -1.9643 1.77
C 0.8360 -2.0931 -1.2719 -1.42
C 0.5261 0.6364 3.6831 -1.44
H -3.2747 -0.7203 0.1307 0.34
H 1.0916 -1.7914 -0.2512 0.22
H 0.2598 0.9710 -2.6788 0.43
H 1.5885 3.1665 1.6748 0.38
C 0.7569 2.5496 1.9341 -1.03
H -2.5980 0.4621 1.3858 0.17
H 1.8521 -2.2519 -1.8418 0.35
H -0.5751 0.8231 3.7190 0.29
H 2.2803 0.6682 0.7841 0.38
C 1.8377 0.2527 1.6483 -1.17
H -0.2551 -1.7742 -4.0621 0.43
H 0.9700 0.5570 -1.1637 0.44
H 0.9036 1.2616 4.5450 0.30
C 0.7145 0.1789 -2.1200 -2.18

[2]
114
Properties=species:S:1:pos:R:3:mulliken_charge:R:1 method="wB97M-V/def2-TZVPD" homo_energy_ev=-10.40 gap_ev=1.136 charge=+1
Y -4.4226 7.8445 0.1890 1.29
N -5.6672 -4.0691 -5.8393 -0.70
C 0.8652 3.7568 3.2084 -0.11
H -0.6115 -3.8704 5.8815 0.25
H 0.5504 -3.6215 4.7433 0.28
H 3.8495 8.2052 -4.0883 0.22
C 2.3392 3.6462 3.4395 -1.22
H 5.6285 -4.9976 -0.2790 0.32
H -3.5345 -8.1561 -7.2914 0.32
H 4.8857 -3.4304 2.7767 0.29
H 3.8940 5.4629 -6.8166 0.33
H -6.4366 -6.3612 -4.3963 0.34
O -4.9955 -7.0688 -6.3610 -0.31
O 0.5249 3.4237 1.8733 -0.23
C -0.5282 1.4252 0.7740 0.77
C -8.3392 2.1104 2.4653 0.63
F -1.7128 0.6759 0.7531 -0.23
H 3.9086 5.6277 -2.9803 0.42
H 2.7236 3.9526 4.4124 0.36
H -1.0751 -1.7374 6.6292 0.45
N 3.0367 7.6688 -4.3560 -0.66
H 2.3361 5.6922 -4.9651 0.20
O -4.8658 5.8787 -3.4745 -0.65
C 5.3646 -5.5534 0.6208 -0.65
H 5.1947 5.9988 -4.1509 0.29
H 7.7058 -5.4470 2.6574 0.31
F -0.2686 1.8061 -0.5213 -0.24
N 7.5642 -5.2672 1.6737 -0.80
H 5.2351 2.4665 -3.5432 0.26
O 3.9883 -5.2971 0.9521 -0.23
O -9.0554 4.3996 3.6602 -0.51
N 3.2823 -1.7846 -5.2966 -0.36
C -0.2123 -1.9574 7.2579 -1.43
H -5.2949 -5.9462 -3.1287 0.41
H 5.8765 -5.5109 2.6562 0.23
C -0.6854 2.6758 1.7300 0.03
C -4.8677 -4.9410 -5.0159 0.44
H -5.1804 -8.7440 -7.5099 0.25
H 2.6291 -0.7605 6.6688 0.25
H 2.1324 -5.9488 0.5525 0.26
C 3.7358 6.4488 -6.3795 -1.29
H 3.0185 7.0303 -6.9587 0.37
H 7.6119 -6.2322 1.3792 0.27
H 1.2318 -2.0355 5.6695 0.27
H -5.1391 5.7393 6.0350 0.23
F -7.3108 2.0608 3.2962 -0.20
F 0.4819 0.6078 1.0982 -0.21
H 2.8857 -3.5974 6.5981 0.26
H 2.8592 4.2921 2.7321 0.32
H 5.5649 -2.8812 1.3005 0.28
H -3.3839 -5.7896 -6.4632 0.39
O -7.8866 4.6548 1.5080 -0.53
H -2.1169 8.1787 6.4307 0.21
C 3.7784 -2.0533 -6.4248 0.68
C 0.9642 -2.7334 6.4628 0.35
H 2.4389 8.2552 -4.9206 0.25
H 2.7379 -2.5492 -4.9235 0.22
C 5.7770 -3.5223 2.1560 -1.38
H -0.5000 -2.6252 8.0699 0.36
C -5.8245 -5.5528 -3.9964 -1.56
H -4.3269 5.8497 7.5944 0.18
H 0.4496 3.1602 4.0204 0.35
N -4.4323 6.1422 6.6335 -0.36
H -5.0128 6.1810 -4.3707 0.32
S -8.9289 3.9504 2.2855 1.07
C -3.6995 7.0036 6.0650 0.68
H 5.5562 3.9948 -2.8037 0.31
H 4.7587 -1.0785 -7.8822 0.20
H 3.3494 -0.8478 -4.9250 0.16
F -9.4263 1.4087 2.9433 -0.22
N -2.7059 7.4546 6.8165 -0.40
O 4.4300 4.1818 -4.5351 -0.31
H 0.2011 -1.0202 7.6308 0.33
C 4.2271 5.5153 -4.0166 -0.62
C 3.3334 -1.1354 7.4114 -0.63
C -4.1622 -6.1342 -5.7824 -0.69
O 2.6471 -2.2181 8.1635 -0.38
H 5.6028 -6.6130 0.5281 0.33
O -6.0145 1.0452 -3.3797 -0.64
H 2.9952 -5.6432 -0.8687 0.30
H 0.6462 4.8230 3.2655 0.27
O -3.9237 7.4402 4.9534 -0.72
H -5.4372 -4.0844 -6.8227 0.27
N 0.3837 -3.8642 5.7094 -0.68
O 3.5260 -3.0187 -7.0681 -0.63
H -5.8264 0.6405 -2.5329 0.31
H -6.5392 -4.9156 -3.4755 0.41
H 3.6747 -0.3774 8.1163 0.24
H -6.6068 -4.4375 -5.8789 0.28
C 3.2230 6.3215 -4.8905 0.37
C -4.4890 -8.3094 -6.7879 -0.76
C 6.0985 -4.9640 1.7399 0.56
H -2.4485 7.0386 7.7001 0.17
H 3.2828 -7.1669 0.0844 0.31
C 4.7869 3.4390 -3.3397 -0.71
H -4.2378 -4.3840 -4.3223 0.22
O -10.1419 3.8283 1.4337 -0.50
H 3.8786 3.3743 -2.7405 0.27
H 4.1475 -1.5776 6.8371 0.30
N 4.4818 -1.0352 -6.9119 -0.38
H 4.6111 7.0982 -6.3894 0.30
H 6.6648 -3.1438 2.6625 0.41
H -6.1014 0.3081 -3.9840 0.33
H -1.1087 2.3185 2.6687 0.39
C 2.1555 -3.2535 7.3307 -0.62
H 1.7759 -4.1324 7.8518 0.39
H -3.6849 -6.6588 -4.9547 0.41
H 4.6305 -0.1908 -6.3780 0.12
H -4.4239 -9.0965 -6.0367 0.29
H 2.5048 2.6222 3.1045 0.33
F -8.0167 1.5886 1.2919 -0.19
O -1.6026 3.7323 1.4606 -0.41
H -4.5326 4.9869 -3.5736 0.33
C 3.1220 -6.0894 0.1177 -0.82

Number 1: total energy -14243.47211 eV. Number 2: total energy -91554.01775 eV.